No. 1
A molecular structure, C18H29BrIrNO4P2 in a non-equilibrium geometry. Source: OMol25; level of theory: the ωB97M-V functional and the def2-TZVPD basis.

Each line ends with the Mulliken spin population.
Cartesian coordinates (Å):
C: 0.93 -1.21 -4.10  -0.102
C: 0.97 -0.80 -2.76  0.238
N: -0.16 -0.71 -2.05  0.415
C: -1.34 -1.03 -2.59  0.207
C: -1.44 -1.44 -3.92  -0.111
C: -0.28 -1.52 -4.71  0.488
C: 2.27 -0.30 -2.14  0.020
P: 2.10 -0.15 -0.33  0.022
Ir: -0.08 -0.16 0.18  1.815
P: -2.27 0.00 -0.16  0.089
C: -2.59 -0.94 -1.75  -0.014
O: 2.18 2.63 -3.09  -0.001
O: -0.57 2.27 -2.40  0.016
H: 1.87 -1.26 -4.63  -0.005
H: -2.43 -1.64 -4.33  -0.007
H: -0.33 -1.86 -5.74  0.056
C: 2.84 -1.61 0.45  0.027
C: 3.13 1.26 0.14  0.048
H: -3.39 -0.40 -2.30  0.005
H: -2.98 -1.95 -1.48  0.021
H: 2.45 0.72 -2.49  -0.002
H: 3.14 -0.86 -2.52  -0.002
C: -3.20 -0.80 1.16  0.020
C: -3.02 1.62 -0.44  0.004
H: -0.06 2.11 -1.55  0.026
H: -0.56 3.24 -2.24  0.001
H: 1.24 2.37 -3.06  -0.001
H: 2.39 2.26 -3.97  0.001
H: -0.23 -1.78 0.31  0.307
H: -0.54 1.34 0.19  0.241
H: 3.91 -1.73 0.19  0.010
H: 2.72 -1.47 1.53  0.001
H: 2.28 -2.49 0.13  -0.011
H: 4.20 1.03 0.07  0.012
H: 2.92 2.13 -0.49  -0.007
H: 2.89 1.50 1.18  0.001
H: -4.07 1.50 -0.72  0.003
H: -2.92 2.17 0.50  -0.004
H: -2.46 2.12 -1.23  -0.009
H: -4.22 -1.03 0.83  0.009
H: -2.68 -1.71 1.47  0.006
H: -3.22 -0.12 2.01  -0.007
Br: -1.41 2.57 3.02  0.012
C: -0.89 1.49 4.51  0.004
C: -1.05 2.00 5.80  -0.005
C: -0.83 1.18 6.92  0.007
C: -0.47 -0.15 6.74  -0.002
C: -0.27 -0.66 5.47  0.006
C: -0.43 0.16 4.35  0.004
C: -0.20 -0.47 3.02  0.031
O: -0.58 -1.63 2.78  0.020
O: 0.38 0.33 2.17  0.096
H: -1.35 3.03 5.92  0.000
H: -0.97 1.60 7.91  0.001
H: -0.33 -0.80 7.60  0.000
H: 0.00 -1.70 5.30  0.000

As for the spin multiplicity: 5. For the highest occupied orbital energy (spin up / spin down), the calculation gives -3.67 / -8.01 eV. The lowest unoccupied orbital energy (spin up / spin down) comes out at 0.32 / -2.55 eV. Its largest force on an atom is 3.7 eV/Å. As for the total energy: -120270.5816 eV. The energy relative to the best compared isomer or geometry (same formula, charge and spin) comes out at 0.000 eV.

=====

No. 2
A molecular structure, C37H55N2O3PtSSbSe2Si3. Source: OMol25; level of theory: the ωB97M-V functional and the def2-TZVPD basis.

Each line ends with the Mulliken charge.
Cartesian coordinates (Å):
Pt: -0.25 0.58 -0.59  1.735
O: -0.20 4.87 -4.62  -0.500
C: -1.48 4.79 -4.00  -1.445
C: -1.53 3.69 -2.93  2.063
C: -3.02 3.62 -2.55  -1.091
O: -3.34 3.08 -1.30  -0.487
C: -0.59 4.11 -1.80  -1.511
Se: -0.25 3.03 -0.17  -0.544
C: -1.06 2.39 -3.59  -1.143
Se: -1.53 0.69 -2.73  -0.578
H: -0.26 5.53 -5.32  0.308
H: -2.25 4.58 -4.76  0.465
H: -1.73 5.75 -3.52  0.400
H: -3.53 3.07 -3.36  0.234
H: -3.43 4.64 -2.55  0.454
H: -2.88 2.23 -1.24  0.184
H: -0.94 5.06 -1.39  0.349
H: 0.39 4.30 -2.26  0.486
H: 0.02 2.42 -3.72  0.356
H: -1.50 2.32 -4.59  0.462
C: 2.73 -1.74 3.13  -1.429
Sb: 0.93 -1.77 1.88  -0.259
C: 1.23 0.17 0.93  0.793
C: 1.44 1.23 1.96  -0.410
C: 2.71 1.55 2.48  -0.949
C: 2.87 2.59 3.36  -0.590
C: 1.75 3.32 3.76  -0.766
C: 0.53 2.90 3.26  -0.725
N: 0.37 1.90 2.42  0.216
Si: 2.59 -0.04 -0.38  1.060
C: 2.90 1.56 -1.33  -0.952
C: 4.38 -0.45 0.21  -1.581
C: 2.32 -1.46 -1.59  -1.028
C: -0.43 -2.18 3.75  2.999
C: -1.67 -1.48 3.32  -2.274
C: -2.95 -1.66 3.86  -0.403
C: -4.00 -0.90 3.38  -0.970
C: -3.77 0.03 2.37  -1.048
C: -2.48 0.14 1.87  -0.482
N: -1.48 -0.61 2.32  0.988
Si: 0.08 -1.51 5.43  0.266
C: 0.59 0.28 5.36  -0.880
C: -1.35 -1.51 6.68  -1.325
C: 1.42 -2.54 6.28  -1.054
Si: -0.62 -4.05 3.67  0.358
C: -1.52 -4.80 5.17  -1.144
C: -1.61 -4.53 2.16  -0.811
C: 1.03 -4.94 3.61  -1.105
H: 3.60 -1.63 2.49  0.181
H: 2.80 -2.69 3.66  0.490
H: 2.74 -0.92 3.86  0.322
H: 3.57 0.97 2.17  0.197
H: 3.85 2.85 3.74  0.394
H: 1.82 4.16 4.44  0.387
H: -0.38 3.42 3.56  0.453
H: 2.95 2.41 -0.64  0.277
H: 2.09 1.77 -2.03  0.000
H: 3.85 1.48 -1.87  0.397
H: 4.87 0.37 0.73  0.366
H: 4.96 -0.64 -0.71  0.482
H: 4.46 -1.35 0.82  0.428
H: 1.50 -1.25 -2.28  0.292
H: 2.08 -2.39 -1.08  0.071
H: 3.24 -1.61 -2.16  0.495
H: -3.11 -2.38 4.66  0.409
H: -5.00 -1.03 3.79  0.400
H: -4.56 0.66 1.98  0.538
H: -2.22 0.84 1.08  0.237
H: -0.19 0.86 4.86  0.126
H: 1.51 0.47 4.81  0.057
H: 0.71 0.68 6.37  0.535
H: -2.13 -0.81 6.38  0.352
H: -0.95 -1.18 7.64  0.365
H: -1.80 -2.49 6.83  0.294
H: 2.33 -2.62 5.70  0.362
H: 1.07 -3.54 6.52  0.242
H: 1.68 -2.04 7.23  0.419
H: -2.58 -4.54 5.19  0.308
H: -1.07 -4.51 6.12  0.268
H: -1.46 -5.90 5.09  0.432
H: -2.53 -3.95 2.07  0.370
H: -1.88 -5.59 2.19  0.586
H: -1.03 -4.35 1.25  -0.207
H: 1.64 -4.75 4.50  0.301
H: 1.61 -4.66 2.73  0.213
H: 0.84 -6.02 3.56  0.454
C: -3.22 -6.82 -4.56  -0.987
C: -3.47 -8.06 -3.75  0.690
O: -3.93 -9.08 -4.22  -0.595
S: -3.04 -8.06 -2.03  -0.137
C: -2.47 -6.41 -1.72  -0.275
C: -1.12 -6.10 -1.80  -0.470
C: -0.68 -4.81 -1.58  -0.075
C: -1.58 -3.78 -1.26  0.208
C: -2.94 -4.11 -1.16  -0.159
C: -3.38 -5.40 -1.38  -0.631
C: -1.13 -2.46 -1.02  -0.172
C: -0.73 -1.32 -0.81  -1.196
H: -3.60 -6.99 -5.57  0.308
H: -2.15 -6.62 -4.59  0.294
H: -3.69 -5.95 -4.11  0.317
H: -0.41 -6.88 -2.06  0.416
H: 0.38 -4.56 -1.65  0.495
H: -3.65 -3.33 -0.91  0.588
H: -4.43 -5.64 -1.29  0.396

As for the charge: -2. For the highest occupied orbital energy, the calculation gives -1.23 eV. The lowest unoccupied orbital energy comes out at 3.89 eV. Its largest force on an atom is 0.5 eV/Å. As for the total energy: -223333.0117 eV. The energy relative to the best compared isomer or geometry (same formula, charge and spin) comes out at 0.000 eV.